Entry a
18
Properties=species:S:1:pos:R:3 method="wB97M-V/def2-TZVPD" smiles="[H]/N=C1/[C@@H]([NH3+])C1(C)C" total_charge=+1 multiplicity=1 homo_energy_ev=-13.62 lumo_energy_ev=-3.7
H -0.222 -1.954 2.534
N 0.165 -1.055 2.399
C -0.209 -0.388 1.409
C 0.106 1.008 0.844
N 1.536 1.402 0.710
C -0.573 -0.124 0.007
C -2.005 0.146 -0.436
C 0.268 -0.700 -1.142
H -0.665 1.642 1.058
H 1.732 2.361 0.670
H 1.787 0.932 -0.210
H 2.071 1.015 1.475
H -1.981 1.028 -0.990
H -2.693 0.279 0.328
H -2.173 -0.681 -0.944
H 0.636 0.024 -1.943
H -0.199 -1.629 -1.451
H 1.248 -0.985 -0.756


Entry b
18
Properties=species:S:1:pos:R:3 method="wB97M-V/def2-TZVPD" total_charge=+1 multiplicity=1 homo_energy_ev=-12.49 lumo_energy_ev=-3.5
C -1.912 -1.241 1.858
C -1.316 -0.056 1.532
C -1.544 0.541 0.210
C -1.308 1.887 -0.036
H -2.527 -1.749 1.116
H -1.840 -1.736 2.807
H -0.518 0.396 2.145
H -2.061 -0.160 -0.461
H -1.607 2.336 -0.972
H -0.912 2.581 0.718
N 2.812 -1.079 -1.469
C 1.625 -0.657 -1.034
N 1.327 0.598 -0.858
H 3.525 -0.403 -1.702
H 3.086 -2.063 -1.287
H 0.832 -1.452 -0.873
H 0.354 0.897 -0.622
H 1.985 1.357 -1.073


If we sort the structures by their calculated energies, the order from most to least stable is entry b, entry a.